DFT (ωB97M-V/def2-TZVPD) results for C11H17O10Pd as an isolated structure.

```
! wB97M-V def2-TZVPD RIJCOSX def2/J DEFGRID3
* xyz 1 3
Pd 2.54736 -0.19989 -3.68767
C -0.06366 0.88376 -0.84523
C 1.25842 0.14146 -0.85756
O 1.58509 -0.52454 -2.01710
H -0.29802 1.12589 0.19046
H -0.88407 0.23555 -1.15865
H -0.01492 1.75562 -1.49188
H 1.36018 -0.55069 0.00072
H 2.12266 0.78292 -0.58878
C -1.16000 -2.77761 0.95038
C -0.53540 -3.47570 -0.25430
O -0.52114 -4.82405 0.15246
C -1.48713 -5.00174 1.11331
O -1.74664 -6.05615 1.56290
O -2.05872 -3.81387 1.40567
H -1.82036 -1.95841 0.66091
H -0.56185 -2.44741 1.79916
H 0.47752 -3.12451 -0.45766
H -1.15757 -3.25397 -1.12502
C -3.31974 4.49027 -3.02000
C -2.44920 4.04081 -1.85161
O -2.34234 5.22248 -1.04165
C -2.85856 6.28826 -1.70177
O -2.85025 7.39470 -1.29565
O -3.28744 5.90899 -2.93240
H -4.36457 4.18986 -2.94469
H -2.91558 4.11969 -3.95999
H -1.41873 3.77640 -2.10519
H -2.85842 3.26110 -1.20946
C 3.50720 -0.65775 2.82728
C 2.22581 -1.48126 2.87626
O 2.53238 -2.58461 2.06612
C 3.88095 -2.80523 2.17093
O 4.44342 -3.79346 1.87371
O 4.47715 -1.67022 2.63392
H 3.68785 -0.07713 3.73104
H 3.46402 0.12315 2.05364
H 1.34990 -0.92027 2.55297
H 2.05440 -1.74239 3.92442
*
```

Properties
* strongest force on any atom: 3.092 eV/A
* frontier orbital gap (alpha / beta): 6.994 / 4.819 eV
* E_HOMO (alpha / beta): -13.21 / -13.21 eV
* LUMO (alpha / beta): -6.22 / -8.39 eV

Now the Löwdin charges, all in e: 0.938 -0.027 -0.316 -0.127 0.103 0.089 0.073 0.119 0.135 -0.111 -0.146 0.066 -0.557 0.205 0.063 0.123 0.118 0.117 0.131 -0.116 -0.120 0.049 -0.568 0.193 0.067 0.134 0.128 0.111 0.126 -0.133 -0.162 0.043 -0.543 0.208 0.074 0.136 0.119 0.115 0.141

***

DFT (ωB97M-V/def2-TZVPD) results for a 2-piece molecular cluster, C3H10N2O overall.

```
! wB97M-V def2-TZVPD RIJCOSX def2/J DEFGRID3
* xyz 0 1
C 1.07032 -0.06673 -1.32763
N 0.54514 -0.74954 -0.16944
C 1.60460 -0.99440 0.82707
H 1.85179 -0.57126 -1.90866
H 1.33254 0.95365 -1.04112
H 0.26592 0.09049 -2.04904
H 0.19101 -1.68495 -0.32309
H 2.25234 -0.11500 0.79493
H 1.23670 -1.19056 1.83136
H 2.26864 -1.81932 0.53490
C -2.59014 1.10193 0.02903
N -1.58859 0.85068 0.91139
O -2.53517 0.86808 -1.15669
H -3.50466 1.48694 0.51387
H -1.77265 0.89579 1.89723
H -0.62777 0.94421 0.63590
*
```

Properties
* strongest force on any atom: 1.800 eV/A
* ΔE to the lowest compared entry with this formula, charge and spin: 116.5 kJ/mol
* frontier orbital gap: 9.838 eV
* structure (SMILES): NC=O.CNC
* E_HOMO: -8.90 eV
* LUMO: 0.94 eV

Now the Löwdin charges, all in e: -0.161 -0.202 -0.142 0.077 0.079 0.072 0.104 0.070 0.068 0.072 -0.425 0.111 0.004 0.118 0.087 0.068

***

DFT (ωB97M-V/def2-TZVPD) results for the molecule C6H8.

```
! wB97M-V def2-TZVPD RIJCOSX def2/J DEFGRID3
* xyz 0 1
C 0.35720 1.32122 1.64752
C 0.09773 0.47877 0.63433
C -0.54929 0.86609 -0.68190
C -0.45910 -0.39033 -1.51751
C 0.05653 -1.38527 -0.81007
C 0.48250 -1.00469 0.56705
H 0.02878 2.35713 1.59882
H 0.85155 1.03015 2.58290
H -0.05559 1.72035 -1.16295
H -1.61362 1.21683 -0.52315
H -0.82649 -0.44735 -2.53418
H 0.20335 -2.40836 -1.12633
H 1.54740 -1.19287 0.79648
H -0.04880 -1.59067 1.33186
*
```

Properties
* strongest force on any atom: 1.180 eV/A
* ΔE to the lowest compared entry with this formula, charge and spin: 28.3 kJ/mol
* frontier orbital gap: 9.954 eV
* structure (SMILES): C=C1CC=CC1
* E_HOMO: -8.80 eV
* LUMO: 1.15 eV

Now the Löwdin charges, all in e: 0.035 -0.297 -0.164 -0.094 -0.118 -0.157 0.056 0.062 0.112 0.131 0.099 0.099 0.120 0.116

***

DFT (ωB97M-V/def2-TZVPD) results for a 2-piece molecular cluster, CH3NO3 overall.

```
! wB97M-V def2-TZVPD RIJCOSX def2/J DEFGRID3
* xyz 0 3
C 2.31372 0.68058 0.63459
N -0.51832 -0.64265 0.12227
O 2.96060 0.54006 -0.28789
O 0.10428 0.49865 -0.43475
O -1.92172 -0.38659 -0.21971
H -0.24360 -1.41727 -0.39815
H -0.24391 1.34151 0.06046
H -2.45105 -0.61429 0.52318
*
```

Properties
* strongest force on any atom: 3.328 eV/A
* ΔE to the lowest compared entry with this formula, charge and spin: 333.6 kJ/mol
* frontier orbital gap (alpha / beta): 4.479 / 8.707 eV
* E_HOMO (alpha / beta): -4.04 / -12.06 eV
* LUMO (alpha / beta): 0.44 / -3.35 eV

Now the Löwdin charges, all in e: -0.044 0.024 0.002 -0.150 -0.025 0.101 0.009 0.082

***

DFT (ωB97M-V/def2-TZVPD) results for AsFH5O2S2 as an isolated structure.

```
! wB97M-V def2-TZVPD RIJCOSX def2/J DEFGRID3
* xyz -1 1
O 1.99675 -0.52309 1.21611
S 1.50340 0.34866 0.17376
O 2.07802 1.67672 0.08492
F 2.10325 -0.36513 -1.20466
As -1.10648 0.37407 -0.02849
S -1.21761 -2.04924 0.26407
H -0.91095 0.47074 1.48841
H -0.93000 1.90489 -0.21882
H -0.88021 0.10015 -1.52019
H -2.63704 0.41106 -0.05452
H 0.00087 -2.34885 -0.20057
*
```

Properties
* strongest force on any atom: 0.930 eV/A
* frontier orbital gap: 8.231 eV
* E_HOMO: -4.89 eV
* LUMO: 3.35 eV

Now the Löwdin charges, all in e: -0.444 0.434 -0.450 -0.351 0.358 0.092 -0.075 -0.093 -0.075 -0.104 -0.291

***

DFT (ωB97M-V/def2-TZVPD) results for a 2-piece molecular cluster, C11H18BBrF5NO2 overall.

```
! wB97M-V def2-TZVPD RIJCOSX def2/J DEFGRID3
* xyz -1 2
C 0.42216 -3.05044 0.16669
C 0.43617 -1.57121 0.60046
C 1.46378 -1.46362 1.73846
C 0.89063 -0.66545 -0.56178
C 0.13640 0.65407 -0.69473
F 0.57390 1.20886 -1.89022
C 0.44500 1.61242 0.45887
C 0.12981 3.04377 0.15484
O -0.46494 3.49794 -0.75962
Br 0.72324 4.23492 1.63228
C -1.34146 0.33089 -0.86595
C -1.92700 -0.65079 0.17422
C -2.64011 -1.82511 -0.52168
C -2.99346 0.08968 0.99918
N -0.90247 -1.17379 1.13294
O -0.91447 -0.65504 2.30128
H 1.25648 -3.23613 -0.50903
H 0.52521 -3.67855 1.05343
H -0.51290 -3.32906 -0.31660
H 1.60636 -0.43028 2.05462
H 2.42013 -1.79488 1.32416
H 1.19562 -2.08712 2.58808
H 0.68527 -1.17004 -1.51296
H 1.96488 -0.48181 -0.52902
H -0.13700 1.35371 1.35017
H 1.49656 1.55157 0.74333
H -1.94177 1.24091 -0.92045
H -1.40033 -0.12255 -1.86094
H -2.01389 -2.25982 -1.30154
H -2.90960 -2.57304 0.22412
H -3.53743 -1.43854 -1.00803
H -2.59327 1.00471 1.43617
H -3.41124 -0.54349 1.77978
H -3.77694 0.39484 0.30092
B 3.41084 2.80051 -1.80339
F 4.75187 3.22281 -1.82621
F 3.13312 2.18454 -0.54539
F 2.55471 3.90789 -1.95502
F 3.19612 1.86673 -2.83144
*
```

Properties
* strongest force on any atom: 0.958 eV/A
* frontier orbital gap (alpha / beta): 8.734 / 9.746 eV
* E_HOMO (alpha / beta): -6.21 / -7.28 eV
* LUMO (alpha / beta): 2.52 / 2.46 eV

Now the Löwdin charges, all in e: -0.021 -0.452 -0.037 -0.033 -0.439 0.051 -0.123 -0.749 0.080 0.637 -0.035 -0.453 -0.036 -0.042 -0.114 -0.034 0.089 0.082 0.059 0.082 0.095 0.082 0.133 0.141 0.117 0.105 0.127 0.129 0.072 0.090 0.085 0.084 0.086 0.087 -1.244 0.078 0.060 0.084 0.080